No. 1
11
Properties=species:S:1:pos:R:3:forces:R:3:mulliken_charge:R:1 method="wB97M-V/def2-TZVPD" lumo_energy_ev=0.54 total_charge=0 smiles="CN1CS1(=O)=O" gap_ev=11.0
C -0.9888 -0.6877 0.6515 0.211 -0.822 2.308 -0.799
N -0.1474 0.5499 0.5319 0.781 -2.918 -0.368 -0.174
C 0.1192 1.0216 -0.8996 -1.681 3.082 0.060 -0.299
S 1.3419 0.0435 -0.0383 0.556 0.259 -1.464 0.848
O 2.5555 0.6114 0.4804 -0.963 0.268 0.052 -0.554
O 1.4039 -1.3502 -0.4628 -0.337 1.405 0.328 -0.522
H -0.7764 -1.0453 1.7135 -0.899 0.656 -1.115 0.282
H -1.9859 -0.3513 0.4927 -0.960 0.075 0.326 0.386
H -0.8448 -1.6453 0.0893 0.580 1.432 -0.424 0.298
H -0.5408 0.6140 -1.7031 0.943 -0.267 0.707 0.290
H -0.1363 2.2394 -0.8555 1.769 -3.170 -0.410 0.243

***

No. 2
10
Properties=species:S:1:pos:R:3:forces:R:3:mulliken_charge:R:1 method="wB97M-V/def2-TZVPD" lumo_energy_ev=-1.18 total_charge=0 smiles="O=CC(=O)CO" gap_ev=9.3
O -0.9853 0.2130 1.4080 0.069 -0.790 0.162 -0.481
C -0.6519 -0.8252 0.8370 -2.888 3.655 1.471 -0.086
C 0.3577 -0.5768 -0.1411 5.939 -4.414 0.437 0.719
O 1.2305 -1.5414 -0.0910 -2.947 3.997 -1.068 -0.520
C 0.6379 0.7741 -0.7387 -0.246 3.175 -0.676 -0.415
O -0.5511 1.5177 -1.1590 -0.287 -0.629 3.373 -0.520
H -1.1414 -1.7125 1.1655 0.325 -1.426 -0.291 0.428
H 1.3316 1.6387 -0.2920 -1.149 -2.708 0.261 0.237
H 1.1321 0.6015 -1.6495 0.808 -0.650 -1.272 0.288
H -0.9378 1.7252 -0.2318 0.378 -0.209 -2.395 0.351

***

No. 3
28
Properties=species:S:1:pos:R:3:forces:R:3:mulliken_charge:R:1 method="wB97M-V/def2-TZVPD" lumo_energy_ev="-4.04 / -7.80" total_charge=+1 multiplicity=2 gap_ev="8.5 / 4.7"
C 2.0848 -0.5079 2.0031 -1.230 1.588 -0.510 -0.142
C 1.1910 0.6600 1.4658 -0.988 -0.459 0.743 -0.657
C 1.4004 -1.7418 2.5256 -1.315 -0.953 0.704 0.308
O 2.0320 -2.6634 2.9706 0.526 -0.189 -0.292 -0.559
N -0.0054 -1.8369 2.4992 0.594 0.742 -0.953 -0.309
H 2.8001 -0.8699 1.2513 0.253 0.452 0.689 0.336
H 2.4541 0.0484 2.8676 1.148 -1.018 0.015 0.228
H 1.5503 1.6281 1.8262 0.195 -0.168 -0.344 0.420
H 0.1916 0.5738 1.9281 0.301 0.196 -0.128 0.253
H -0.4568 -2.6817 2.8025 0.380 -0.126 0.445 0.244
H -0.5268 -0.9936 2.6259 -0.287 0.115 0.011 0.186
H 0.9825 0.7119 0.4085 0.364 -0.120 -0.341 -0.244
C 0.4250 3.1623 -2.4880 -1.533 -1.611 -0.730 -1.161
C -2.2760 0.8704 -1.1013 2.010 2.405 -0.311 -0.720
C -1.5231 -0.3080 -1.0711 -3.100 -2.720 0.416 0.656
C -1.5531 1.9624 -1.5760 -2.113 -1.042 -0.685 -0.487
C -0.2158 1.8529 -2.0368 0.167 0.716 1.196 0.880
C -0.3263 -0.5438 -1.7424 1.829 0.458 -0.207 -0.339
C 0.4250 0.5622 -2.0171 -0.139 1.230 -0.434 -0.621
O -2.1695 -1.3578 -0.5116 1.075 1.276 0.053 -0.444
H -3.2521 1.0122 -0.6633 -0.100 -0.473 -0.095 0.470
H -2.1621 2.8370 -1.8047 0.616 0.281 0.493 0.298
H -0.0221 -1.5640 -1.9766 0.181 0.231 0.487 0.455
H -1.4894 -1.9537 -0.1641 -0.116 -0.661 -0.067 0.389
H 0.7100 2.9778 -3.5153 0.736 0.011 -0.384 0.371
H 1.2667 3.5393 -1.9151 -0.128 -0.001 0.161 0.329
H 1.4771 0.6405 -2.2519 0.058 -0.881 -0.437 0.499
H -0.4455 3.8065 -2.6154 0.615 0.717 0.503 0.364

***

No. 4
79
Properties=species:S:1:pos:R:3:forces:R:3:mulliken_charge:R:1 method="wB97M-V/def2-TZVPD" lumo_energy_ev=-0.50 total_charge=0 gap_ev=5.4
O 1.9015 -0.3771 0.5805 -0.611 0.198 0.952 0.520
O 2.1219 -2.6690 -0.7323 0.757 -1.177 -0.272 -0.243
C 2.5090 0.8765 0.2778 0.097 -0.240 -0.159 0.088
C 2.3889 1.9248 1.3502 0.280 0.299 -0.008 -1.544
H 2.0344 1.2491 -0.6418 0.018 -0.180 0.136 0.030
H 3.5537 0.6423 0.0328 0.076 0.347 0.097 0.266
H 1.3465 2.1859 1.5410 0.012 -0.012 0.052 0.255
H 2.9045 2.8216 1.0052 -0.044 0.065 -0.020 0.422
H 2.8812 1.6123 2.2727 -0.065 0.077 0.055 0.402
C 1.5973 -0.7107 1.9427 -0.047 0.692 -0.402 -0.209
C 2.7792 -1.4154 2.5581 0.054 -0.103 0.146 -1.047
H 0.6873 -1.3407 1.9390 0.392 0.030 -0.171 0.145
H 1.3304 0.1971 2.5170 0.063 -0.472 -0.227 0.250
H 3.0414 -2.2911 1.9553 -0.098 0.160 0.214 -0.088
H 2.5542 -1.7212 3.5827 0.095 -0.058 -0.016 0.446
H 3.6360 -0.7325 2.5754 -0.055 -0.145 0.040 0.256
C 1.5861 -3.9957 -0.8821 0.285 0.604 -0.170 -0.445
C 3.4829 -2.5300 -1.1663 -0.726 0.044 -0.019 -0.017
C 1.4544 -4.6726 0.4623 -0.025 -0.148 -0.079 -1.393
H 2.2407 -4.6049 -1.5394 -0.428 0.301 0.114 0.494
H 0.6061 -3.8595 -1.3703 0.322 -0.274 0.193 0.244
H 2.4416 -4.8133 0.9174 -0.300 0.064 0.039 0.308
H 1.0085 -5.6546 0.2940 -0.061 -0.068 0.214 0.459
H 0.8088 -4.0912 1.1299 0.178 -0.112 -0.051 0.215
C 4.4103 -3.4210 -0.3801 0.302 0.062 -0.051 -1.335
H 3.7170 -1.4629 -1.0283 -0.041 -0.405 -0.003 -0.073
H 3.5345 -2.7667 -2.2473 0.097 0.120 0.316 0.305
H 4.2962 -3.2467 0.6913 0.080 -0.064 -0.120 0.238
H 5.4378 -3.1990 -0.6629 0.143 -0.069 0.035 0.456
H 4.2191 -4.4724 -0.6036 0.084 0.029 0.109 0.352
H 0.9717 -1.2177 -0.8770 -2.062 0.642 -1.239 -0.207
Ba -2.0418 0.2546 0.3345 0.553 0.804 -0.342 1.670
C 0.0576 -0.8774 -1.5134 1.240 -0.650 0.464 0.891
Si 0.5149 -1.0526 -3.3438 -0.009 -0.202 0.541 0.272
H -0.8061 -1.5326 -1.2658 0.244 0.175 -0.197 0.479
H -0.1308 0.2026 -1.3207 -0.022 -0.405 -0.332 -0.888
C 2.1816 -0.2427 -3.5995 0.206 0.225 -0.141 -0.922
C -0.8239 -0.2999 -4.4022 -0.173 0.158 -0.332 -0.867
C 0.6662 -2.8622 -3.8587 0.090 -0.182 -0.031 -1.072
C -0.9741 2.4014 -1.4604 -0.538 -0.482 0.341 -0.835
Si -2.5285 3.4100 -1.4725 2.050 -0.533 -0.456 0.388
H -0.4695 2.2190 -2.4236 -0.432 0.149 0.100 0.159
H -0.1996 2.7337 -0.7545 -0.239 0.017 0.092 0.104
C -3.2300 3.3357 -3.2219 -0.394 0.137 -0.100 -1.067
C -2.1858 5.1837 -0.9494 -0.336 0.509 0.144 -1.099
C -3.8316 2.7140 -0.2734 -0.769 0.008 0.183 -0.864
H 0.8551 -2.9402 -4.9390 -0.111 0.081 0.175 0.398
H -0.2682 -3.4030 -3.6455 0.216 0.054 -0.072 0.316
H 1.4895 -3.3905 -3.3562 -0.271 0.225 -0.162 0.155
H 2.1255 0.8431 -3.4506 0.005 -0.143 -0.033 0.324
H 2.5470 -0.4248 -4.6194 -0.088 0.082 0.133 0.401
H 2.9421 -0.6338 -2.9126 -0.247 0.082 -0.115 0.255
H -1.2662 0.6001 -3.9586 0.139 -0.130 -0.015 0.002
H -1.6285 -1.0287 -4.5695 0.097 0.113 0.045 0.308
H -0.4277 -0.0283 -5.3892 -0.098 -0.037 0.102 0.331
H -1.2005 5.5112 -1.3179 -0.345 -0.210 0.063 0.320
H -2.1758 5.2795 0.1489 0.031 -0.044 -0.291 0.270
H -2.9430 5.8826 -1.3388 0.147 -0.059 0.164 0.318
H -3.4867 2.7174 0.7770 -0.036 -0.005 -0.307 0.169
H -4.1832 1.6963 -0.5591 0.044 0.427 0.058 0.107
H -4.7456 3.3353 -0.2927 0.292 -0.219 0.024 0.353
H -3.9411 4.1566 -3.4000 0.083 -0.231 -0.042 0.318
H -3.7586 2.3873 -3.4019 0.117 0.206 -0.014 0.246
H -2.4237 3.4204 -3.9666 -0.198 -0.018 0.291 0.302
C -3.5608 0.2864 5.5122 -0.154 -0.233 0.432 -1.291
C -2.8982 0.3912 4.1773 -0.163 -2.495 -1.584 0.397
N -2.9550 -0.5821 3.2599 -0.750 0.621 2.116 0.136
O -3.6767 -1.6990 3.7992 0.188 -0.355 -0.477 -0.502
C -2.1565 1.5387 3.7599 1.338 -0.344 -2.810 -0.187
C -2.1437 2.8217 4.4843 -0.070 0.400 0.256 -1.336
N -1.6138 1.3255 2.5363 -0.709 1.907 2.630 0.292
O -1.1602 2.3196 1.8326 0.039 -0.506 0.280 -0.567
H -3.8296 -0.7678 5.6795 0.058 0.608 0.138 0.402
H -4.4806 0.8990 5.5504 0.359 -0.243 -0.122 0.273
H -2.9101 0.6438 6.3302 -0.185 -0.151 -0.458 0.350
H -3.3715 -2.4540 3.2697 -0.123 0.489 0.186 0.299
H -1.2321 3.3710 4.2509 -0.092 0.073 -0.058 0.304
H -3.0116 3.4393 4.2146 0.203 0.048 -0.010 0.259
H -2.1916 2.6548 5.5659 0.040 0.066 -0.165 0.376

***

Record-wise relative energy (zero: lowest compared OMol25 entry of this formula, charge and spin) values, in eV: 3.873 3.115 1.512 1.032
Record-wise strongest force on any atom values, in hartree/bohr: 0.071 0.144 0.081 0.065